Computed, not measured: the ion C5H8N with charge +1 in a non-equilibrium geometry, with the ωB97M-V functional and the def2-TZVPD basis.

The HOMO energy (alpha / beta) is -9.59 / -15.78 eV. The calculation puts the relative energy (zero: lowest compared OMol25 entry of this formula, charge and spin) at 4.141 eV. The electronic energy is -6790.4354 eV. The calculation puts the orbital gap (alpha / beta) at 5.84 / 8.95 eV. The LUMO energy (alpha / beta) is -3.75 / -6.83 eV.

Structure (ORCA input):
```
! wB97M-V def2-TZVPD RIJCOSX def2/J DEFGRID3
* xyz 1 3
C 1.81201 -0.64045 1.38610
C 1.33185 -0.25229 0.12837
C 2.70393 -0.20093 0.50079
C 0.39713 0.17158 -0.72228
C -2.07580 0.74123 -0.25998
N -0.99976 -0.32283 -0.37944
H 1.77538 -1.14272 2.32252
H 3.60729 0.36936 0.25289
H 0.59721 0.23464 -1.79409
H -3.06432 0.24009 0.01950
H -1.68939 1.39003 0.55318
H -2.24082 1.22787 -1.22207
H -1.21252 -1.01730 -1.23600
H -0.94219 -0.79827 0.45051
*
```

Mulliken population analysis, charges in e, atoms 1 to 4:
1. C -0.36
2. C 0.49
3. C -0.79
4. C -0.28

---

Computed, not measured: a structure of composition C7H28CaN13O10 in a non-equilibrium geometry, with the ωB97M-V functional and the def2-TZVPD basis.

The HOMO energy is -9.67 eV. The calculation puts the relative energy (zero: lowest compared OMol25 entry of this formula, charge and spin) at 4.432 eV. The electronic energy is -65997.3735 eV. The calculation puts the orbital gap at 7.31 eV. The LUMO energy is -2.36 eV.

Structure (ORCA input):
```
! wB97M-V def2-TZVPD RIJCOSX def2/J DEFGRID3
* xyz 1 1
Ca -0.04396 0.21963 -0.15840
N -1.76583 2.65521 -2.27244
O -1.16070 1.74254 -1.72129
O -2.53198 2.41126 -3.17608
O -1.60099 3.82125 -1.89314
C 2.66177 2.04522 -0.63129
O 2.38750 0.73739 -0.11857
H 2.10916 2.84436 -0.13724
H 3.68656 2.17553 -0.28356
H 2.63888 2.06136 -1.72093
H 3.17018 0.22674 -0.33820
C -2.30467 -1.37749 -2.00685
O -1.76533 -0.83999 -1.06106
N -2.59126 -2.62325 -2.05166
N -2.73298 -0.68743 -3.01214
H -3.33781 -2.83204 -2.69910
H -2.35705 -3.26279 -1.30585
H -2.77194 -1.24040 -3.85642
H -2.60295 0.30919 -2.91252
C -2.71730 -0.22421 1.88098
O -1.65217 0.19944 1.58089
N -2.79929 -1.20071 2.72172
N -3.84747 0.21616 1.46541
H -1.97200 -1.71971 2.97926
H -3.56367 -1.32608 3.36987
H -3.96112 1.03622 0.88689
H -4.67904 0.00870 1.99979
C 1.49923 0.17837 3.10022
O 0.88562 0.26551 2.08691
N 2.83125 0.11361 3.21180
N 1.01466 0.32167 4.31128
H 3.20285 0.26511 4.13866
H 3.36097 0.44508 2.41831
H 1.70318 0.11140 5.01968
H 0.04624 0.04075 4.36903
C 1.15200 -3.23209 -0.12154
O 0.75022 -2.08656 0.06902
N 2.34053 -3.50535 -0.52502
N 0.52958 -4.34555 0.12824
H 3.03571 -2.78410 -0.65398
H 2.54305 -4.49289 -0.58702
H -0.29497 -4.22129 0.69814
H 1.08239 -5.14507 0.40258
C -0.35324 3.35994 1.61114
O -0.10143 2.54645 0.74611
N -0.11499 3.21156 2.87958
N -0.90144 4.50237 1.49621
H -0.52815 3.83262 3.56053
H 0.14085 2.26224 3.11077
H -0.69445 5.10365 2.28088
H -1.07182 4.83852 0.55915
C 1.45386 -0.71563 -3.26203
O 0.86306 -0.26740 -2.27015
N 1.75308 -1.92324 -3.67963
N 1.89595 0.09602 -4.17876
H 2.08538 -2.18424 -4.59700
H 1.54080 -2.72245 -3.09971
H 1.97655 1.04566 -3.84443
H 2.47887 -0.29085 -4.90721
*
```

Mulliken population analysis, charges in e, atoms 1 to 4:
1. Ca 2.70
2. N 0.73
3. O -0.49
4. O -0.73

---

Computed, not measured: a structure of composition C45H38N5P2S2TeTl in a non-equilibrium geometry, with the ωB97M-V functional and the def2-TZVPD basis.

The HOMO energy is -1.40 eV. The calculation puts the relative energy (zero: lowest compared OMol25 entry of this formula, charge and spin) at 0.346 eV. The electronic energy is -106970.0879 eV. The calculation puts the orbital gap at 5.26 eV. The LUMO energy is 3.85 eV.

Structure (ORCA input):
```
! wB97M-V def2-TZVPD RIJCOSX def2/J DEFGRID3
* xyz -2 1
Tl -0.09902 0.64206 0.17043
C 4.53913 -0.82920 0.65214
C 4.47065 -2.21697 0.79076
C 3.30304 -2.79092 1.22880
C 2.20381 -1.96972 1.58364
N 2.24766 -0.65591 1.33139
C 3.38151 -0.11644 0.88986
N 1.17600 -2.58340 2.24335
C 0.08479 -1.99433 2.65639
N -0.45899 -0.78648 2.38282
C -1.49353 -0.58314 3.28010
N -2.20935 0.45181 3.52322
C -2.03452 1.70720 2.97147
C -3.15137 2.32958 2.38151
C -3.01748 3.59570 1.86646
C -1.80041 4.26210 2.00768
C -0.77539 3.59178 2.64122
N -0.86626 2.34237 3.10416
C -1.71979 -1.82458 4.06733
C -2.66913 -2.16728 5.00773
C -2.62412 -3.45582 5.53364
C -1.64054 -4.35620 5.12942
C -0.68212 -3.99084 4.18817
C -0.74504 -2.71699 3.66248
H 5.45228 -0.33452 0.34829
H 5.32875 -2.83343 0.54651
H 3.20154 -3.86142 1.34927
H 3.34615 0.95703 0.71749
H -4.06085 1.75261 2.29048
H -3.84741 4.06210 1.34804
H -1.65761 5.25634 1.60590
H 0.19190 4.06714 2.77900
H -3.43182 -1.45803 5.30445
H -3.36331 -3.76924 6.26218
H -1.62946 -5.35470 5.55100
H 0.08372 -4.68492 3.86393
S -0.57190 2.46510 -2.79860
P -1.23752 0.65435 -3.32806
C -0.91347 -0.72255 -2.35303
P -2.21735 -1.37508 -1.50145
S -3.07105 -0.37875 0.02159
C -3.61838 -2.09689 -2.49950
C -3.28237 -2.91649 -3.57756
C -4.26795 -3.48567 -4.36831
C -5.60891 -3.23804 -4.09330
C -5.94973 -2.42466 -3.02294
C -4.95813 -1.85400 -2.23171
C -1.59392 -2.96375 -0.80999
C -2.45677 -3.81470 -0.11828
C -1.99253 -5.00907 0.40881
C -0.65518 -5.36279 0.25841
C 0.21257 -4.50975 -0.40491
C -0.25676 -3.31286 -0.93626
C -2.98442 0.87217 -3.87453
C -3.82996 1.61533 -3.04883
C -5.18275 1.71489 -3.34163
C -5.69710 1.10381 -4.47726
C -4.85515 0.39760 -5.32417
C -3.50766 0.26619 -5.01552
C -0.45416 0.31491 -4.97218
C -0.41793 1.29746 -5.96030
C 0.13668 1.02848 -7.20319
C 0.67258 -0.22779 -7.46949
C 0.65906 -1.20384 -6.48382
C 0.09481 -0.93196 -5.24092
H -2.23237 -3.09815 -3.78404
H -3.99611 -4.12562 -5.20111
H -6.38250 -3.67560 -4.71517
H -6.99384 -2.22525 -2.80626
H -5.21050 -1.21811 -1.39156
H -3.49090 -3.51835 0.01766
H -2.66854 -5.66196 0.95024
H -0.29357 -6.29942 0.66946
H 1.26129 -4.76881 -0.49810
H 0.40478 -2.62687 -1.45525
H -3.40170 2.11352 -2.18991
H -5.83955 2.25493 -2.66800
H -6.75632 1.17332 -4.70184
H -5.24915 -0.06069 -6.22448
H -2.85644 -0.31690 -5.65481
H -0.82420 2.27692 -5.73667
H 0.16120 1.79858 -7.96651
H 1.08820 -0.44375 -8.44821
H 1.09182 -2.17904 -6.67906
H 0.06160 -1.67765 -4.45302
C 2.82768 0.69567 -3.68054
Te 2.28429 -1.02566 -2.52154
C 4.36611 -1.65541 -2.49784
H 3.09861 0.39900 -4.69230
H 3.66392 1.19510 -3.19206
H 1.95900 1.35187 -3.70598
H 4.98910 -0.93084 -1.97375
H 4.73478 -1.79003 -3.51547
H 4.41522 -2.60950 -1.97139
*
```

Mulliken population analysis, charges in e, atoms 1 to 4:
1. Tl 1.03
2. C -0.66
3. C -0.51
4. C -0.34